# 1
{
  "formula": "C19H40B2Br5N3O7P2",
  "method": "ωB97M-V/def2-TZVPD",
  "fmax_ha_per_bohr": 0.147,
  "homo_lumo_gap_ev": 7.5251,
  "de_lowest_kcal_mol": 0.0,
  "smiles": "CCOC[C@@](CC(=O)Br)(O[C@@H](N=C=O)P(C)C)[C@@](B(C)O)(B(O)N(C)C)N(C)[PH2]=O.BrCCBr.BrCCBr",
  "energy_ha": -15041.22627,
  "species": ["C", "C", "O", "C", "C", "C", "C", "O", "Br", "O", "C", "N", "C", "O", "P", "C", "C", "C", "B", "C", "O", "B", "O", "N", "C", "C", "N", "C", "P", "O", "H", "H", "H", "H", "H", "H", "H", "H", "H", "H", "H", "H", "H", "H", "H", "H", "H", "H", "H", "H", "H", "H", "H", "H", "H", "H", "H", "H", "H", "H", "H", "H", "Br", "C", "C", "Br", "H", "H", "H", "H", "Br", "C", "C", "Br", "H", "H", "H", "H"],
  "xyz": [[3.943, 3.678, 1.440], [2.752, 2.914, 0.611], [2.808, 1.531, 1.036], [1.567, 0.814, 0.831], [1.673, -0.497, -0.165], [2.975, -0.266, -1.052], [4.412, -0.637, -0.447], [4.780, -0.619, 0.747], [5.855, -1.153, -1.766], [1.714, -1.574, 0.805], [2.280, -2.810, 0.445], [3.368, -3.139, 1.494], [4.288, -3.791, 0.807], [5.102, -4.360, 0.031], [1.113, -4.352, 0.524], [1.499, -5.538, -0.903], [1.196, -5.190, 2.221], [0.238, -0.602, -0.924], [0.049, -1.824, -1.989], [0.986, -2.194, -3.273], [-1.135, -2.700, -1.923], [-0.835, -0.836, 0.344], [-1.558, 0.359, 0.854], [-1.219, -2.108, 0.993], [-2.675, -2.446, 0.872], [-0.950, -2.097, 2.490], [-0.319, 0.602, -1.584], [-1.584, 0.481, -2.335], [0.686, 1.558, -2.631], [-0.032, 2.422, -3.692], [4.044, 4.772, 1.118], [4.906, 3.062, 1.241], [3.709, 3.533, 2.558], [3.062, 2.985, -0.492], [1.788, 3.472, 0.881], [0.803, 1.589, 0.487], [1.238, 0.497, 1.904], [3.104, 0.847, -1.377], [2.966, -0.818, -2.079], [2.803, -2.914, -0.571], [1.952, -6.547, -0.582], [0.511, -5.712, -1.489], [2.191, -4.979, -1.656], [1.673, -6.236, 2.187], [1.681, -4.494, 2.994], [0.100, -5.346, 2.581], [1.608, -1.327, -3.688], [0.367, -2.646, -4.132], [1.708, -3.036, -2.914], [-1.490, -2.845, -2.832], [-2.457, 0.313, 0.425], [-3.269, -1.873, 1.673], [-3.073, -2.279, -0.201], [-2.767, -3.577, 1.136], [-1.731, -2.731, 3.067], [-0.995, -1.044, 2.945], [0.131, -2.482, 2.678], [-2.411, -0.206, -1.971], [-2.063, 1.546, -2.338], [-1.451, 0.257, -3.474], [1.721, 0.819, -3.340], [1.421, 2.488, -1.787], [-3.820, 4.093, -2.339], [-3.002, 5.134, -0.908], [-1.532, 4.824, -0.776], [-1.252, 3.115, 0.121], [-3.570, 4.927, 0.001], [-3.152, 6.176, -1.195], [-1.038, 5.563, -0.142], [-1.014, 4.770, -1.734], [-5.219, 2.438, 0.871], [-5.170, 3.390, 2.571], [-6.422, 4.205, 2.778], [-6.388, 5.835, 1.708], [-4.259, 3.989, 2.575], [-5.089, 2.610, 3.331], [-6.493, 4.545, 3.812], [-7.335, 3.670, 2.513]],
  "mulliken_charge": [-1.185, 0.279, -0.385, 0.666, 0.316, -0.508, 0.105, -0.424, -0.178, -0.256, -0.425, -0.562, 0.783, -0.547, 0.662, -0.932, -1.100, 0.743, 0.864, -0.611, -0.798, -1.003, -0.490, 0.830, -1.200, -0.803, 0.904, -0.903, 0.483, -0.761, 0.351, 0.275, 0.295, 0.142, 0.109, -0.764, -0.109, 0.238, 0.551, 0.353, 0.375, 0.264, 0.199, 0.344, 0.340, 0.308, 0.209, 0.429, 0.109, 0.245, 0.137, 0.382, 0.174, 0.298, 0.368, 0.208, -0.010, 0.226, 0.037, 0.348, -0.008, -0.057, -0.119, -0.353, -0.708, -0.006, 0.010, 0.394, 0.433, 0.423, -0.111, -0.663, -0.573, -0.143, 0.363, 0.393, 0.379, 0.351]
}

=====

# 2
{
  "formula": "C19H40BCl20FIN3O6P",
  "method": "ωB97M-V/def2-TZVPD",
  "fmax_ha_per_bohr": 0.030,
  "total_charge": 1,
  "homo_lumo_gap_ev": 8.5472,
  "energy_ha": -11331.13405,
  "species": ["C", "C", "O", "C", "N", "C", "N", "C", "C", "O", "I", "P", "O", "O", "N", "C", "B", "O", "O", "C", "C", "F", "H", "H", "H", "H", "H", "H", "H", "H", "H", "H", "H", "H", "H", "H", "H", "H", "H", "H", "H", "H", "C", "Cl", "Cl", "H", "H", "C", "Cl", "Cl", "H", "H", "C", "Cl", "Cl", "H", "H", "C", "Cl", "Cl", "H", "H", "C", "Cl", "Cl", "H", "H", "C", "Cl", "Cl", "H", "H", "C", "Cl", "Cl", "H", "H", "C", "Cl", "Cl", "H", "H", "C", "Cl", "Cl", "H", "H", "C", "Cl", "Cl", "H", "H"],
  "xyz": [[3.764, 0.662, -0.471], [2.695, 0.526, -1.548], [2.968, -0.602, -2.386], [1.362, 0.289, -0.855], [0.263, 0.469, -1.819], [-1.004, 0.185, -1.317], [-1.812, 1.244, -0.949], [-1.058, 2.222, -0.155], [-1.870, 3.473, 0.159], [-1.654, 4.523, -0.321], [-3.492, 3.333, 1.597], [-2.608, 2.077, -2.378], [-1.929, 1.305, -3.617], [-4.136, 1.573, -2.444], [-1.418, -1.057, -1.223], [-0.635, -2.216, -1.668], [-0.151, -3.145, -0.439], [1.139, -3.103, 0.018], [-1.057, -3.972, 0.186], [-2.721, -1.414, -0.619], [-2.781, -1.115, 0.865], [-3.733, -0.820, -1.313], [3.902, 1.709, -0.217], [4.707, 0.266, -0.826], [3.488, 0.133, 0.440], [2.610, 1.427, -2.141], [3.236, -1.313, -1.794], [1.268, 1.005, -0.043], [1.400, -0.701, -0.391], [0.439, -0.044, -2.679], [-0.162, 2.606, -0.633], [-0.757, 1.756, 0.780], [-1.993, 0.337, -3.548], [-4.512, 1.468, -1.559], [-1.296, -2.813, -2.294], [0.208, -1.936, -2.290], [1.752, -3.307, -0.701], [-1.171, -4.791, -0.312], [-2.849, -2.478, -0.779], [-3.451, -0.274, 1.019], [-1.817, -0.854, 1.287], [-3.188, -1.959, 1.407], [-0.956, -0.838, -6.503], [-0.848, -1.346, -4.802], [0.641, -0.685, -7.219], [-1.505, -1.607, -7.032], [-1.469, 0.115, -6.562], [-0.351, 2.845, 4.000], [0.067, 1.367, 3.112], [0.700, 4.188, 3.566], [-1.371, 3.105, 3.747], [-0.253, 2.644, 5.060], [3.034, 4.937, -2.736], [1.811, 3.866, -2.023], [4.311, 4.005, -3.516], [2.550, 5.561, -3.476], [3.465, 5.541, -1.947], [6.647, 0.705, -4.251], [6.734, 1.385, -2.619], [6.725, 1.960, -5.491], [7.481, 0.029, -4.387], [5.705, 0.180, -4.351], [-1.506, -3.607, 3.885], [-3.129, -3.722, 3.182], [-0.876, -1.955, 3.849], [-1.559, -3.933, 4.916], [-0.843, -4.244, 3.312], [0.932, 6.081, 7.448], [-0.010, 7.030, 8.600], [-0.013, 4.752, 6.760], [1.249, 6.732, 6.643], [1.789, 5.664, 7.962], [2.128, -3.969, -7.861], [3.229, -5.093, -7.058], [0.465, -4.577, -7.957], [2.121, -3.040, -7.306], [2.482, -3.808, -8.871], [-6.211, -5.151, 4.460], [-6.288, -5.081, 6.223], [-7.815, -5.266, 3.726], [-5.734, -4.249, 4.103], [-5.637, -6.024, 4.174], [-0.870, 6.772, 12.120], [-0.472, 5.054, 12.002], [-2.477, 7.030, 12.806], [-0.139, 7.255, 12.758], [-0.845, 7.200, 11.127], [1.108, -6.588, -3.507], [0.688, -5.833, -5.043], [0.000, -6.118, -2.199], [1.062, -7.664, -3.622], [2.108, -6.277, -3.230]],
  "mulliken_charge": [-1.574, 0.020, -0.540, 0.163, 0.252, -2.099, 0.965, 1.169, -0.243, -0.374, -0.024, 0.090, -0.359, -0.490, 1.711, -1.110, 0.603, -0.573, -0.462, 0.099, -0.600, -0.372, 0.300, 0.444, 0.364, 0.280, 0.398, 0.255, 0.008, 0.589, -0.528, -0.052, 0.356, 0.366, 0.324, 0.412, 0.313, 0.144, 0.345, 0.338, 0.101, -0.052, -0.425, 0.004, -0.136, 0.345, 0.285, -0.266, -0.088, -0.136, 0.086, 0.365, -0.493, -0.080, -0.073, 0.336, 0.315, -0.131, -0.139, -0.149, 0.345, 0.078, -0.375, -0.147, -0.064, 0.388, 0.227, -0.292, -0.131, -0.147, 0.290, 0.274, -0.085, -0.142, -0.159, 0.052, 0.338, 0.059, -0.154, -0.158, -0.004, 0.256, 0.078, -0.143, -0.156, 0.277, -0.050, -0.429, -0.041, -0.166, 0.369, 0.237]
}

=====

# 3
{
  "formula": "C19H40BO12S4",
  "method": "ωB97M-V/def2-TZVPD",
  "fmax_ha_per_bohr": 0.027,
  "total_charge": -1,
  "homo_lumo_gap_ev": 6.1796,
  "energy_ha": -3268.36479,
  "species": ["O", "O", "C", "B", "O", "C", "C", "O", "H", "H", "H", "H", "H", "H", "H", "H", "C", "C", "C", "S", "O", "O", "C", "H", "H", "H", "H", "H", "H", "H", "H", "C", "C", "C", "S", "O", "O", "C", "H", "H", "H", "H", "H", "H", "H", "H", "C", "C", "C", "S", "O", "O", "C", "H", "H", "H", "H", "H", "H", "H", "H", "C", "C", "C", "S", "O", "O", "C", "H", "H", "H", "H", "H", "H", "H", "H"],
  "xyz": [[-5.760, -5.655, -1.982], [-4.723, -5.177, -2.824], [-3.516, -5.006, -2.008], [-3.374, -3.473, -1.486], [-2.765, -2.442, -2.375], [-2.865, -1.308, -1.543], [-2.959, -1.876, -0.028], [-2.614, -3.230, -0.232], [-6.095, -4.887, -1.500], [-3.683, -5.636, -1.115], [-2.630, -5.435, -2.518], [-4.553, -3.105, -1.405], [-3.844, -0.789, -1.651], [-1.968, -0.690, -1.639], [-2.319, -1.333, 0.686], [-4.002, -1.904, 0.343], [-1.666, 4.103, -0.964], [-3.095, 3.568, -0.808], [-2.996, 2.064, -0.531], [-1.417, 1.811, 0.276], [-0.575, 1.024, -0.593], [-1.635, 1.450, 1.658], [-0.874, 3.511, 0.195], [-1.635, 5.192, -0.953], [-1.246, 3.764, -1.914], [-3.580, 4.068, 0.035], [-3.698, 3.764, -1.695], [-3.790, 1.715, 0.125], [-2.997, 1.483, -1.452], [0.204, 3.548, 0.046], [-1.138, 3.988, 1.139], [2.854, -1.009, -0.885], [3.880, -1.224, 0.234], [4.749, 0.037, 0.307], [3.718, 1.383, -0.276], [4.279, 1.898, -1.508], [3.403, 2.261, 0.829], [2.292, 0.390, -0.668], [2.066, -1.761, -0.864], [3.350, -1.067, -1.857], [3.358, -1.367, 1.183], [4.489, -2.111, 0.059], [5.073, 0.251, 1.324], [5.615, -0.031, -0.351], [1.791, 0.795, -1.543], [1.625, 0.419, 0.190], [-1.659, -4.575, 4.380], [-1.331, -6.056, 4.600], [-2.553, -6.866, 4.155], [-3.372, -5.883, 2.896], [-4.666, -5.486, 3.400], [-3.217, -6.534, 1.620], [-2.268, -4.484, 2.984], [-0.772, -3.947, 4.471], [-2.385, -4.243, 5.128], [-0.466, -6.330, 3.990], [-1.078, -6.266, 5.640], [-2.271, -7.827, 3.729], [-3.256, -7.015, 4.973], [-2.821, -3.564, 2.812], [-1.509, -4.611, 2.212], [5.732, 5.525, -1.568], [5.471, 7.032, -1.467], [4.196, 7.329, -2.263], [3.216, 5.826, -2.210], [3.116, 5.302, -3.552], [2.043, 6.051, -1.395], [4.393, 4.848, -1.296], [6.494, 5.199, -0.860], [6.078, 5.277, -2.575], [5.323, 7.306, -0.419], [6.312, 7.617, -1.841], [3.623, 8.144, -1.826], [4.416, 7.549, -3.307], [4.353, 3.804, -1.633], [4.126, 4.909, -0.240]],
  "mulliken_charge": [-0.382, -0.233, -0.497, 1.171, -0.923, 0.078, -0.366, -0.553, 0.297, 0.188, 0.238, -0.458, -0.067, 0.072, 0.223, 0.225, -0.557, -0.772, -0.485, 1.260, -0.557, -0.755, -0.755, 0.381, 0.266, 0.293, 0.359, 0.418, 0.237, 0.328, 0.330, -0.769, -0.603, -0.836, 1.497, -0.830, -0.766, -0.385, 0.376, 0.338, 0.275, 0.353, 0.364, 0.353, 0.383, 0.189, -0.696, -0.633, -0.658, 1.181, -0.691, -0.643, -0.535, 0.342, 0.321, 0.295, 0.332, 0.327, 0.337, 0.314, 0.383, -0.740, -0.646, -0.676, 1.187, -0.685, -0.672, -0.125, 0.350, 0.334, 0.296, 0.338, 0.339, 0.358, 0.019, 0.403]
}